# 1
Computed, not measured: a structure of composition C35H38CsI3N5O4PS2 in a non-equilibrium geometry, with ωB97M-V/def2-TZVPD.

Computed properties:
Orbital gap (spin up / spin down) in eV: 5.37 / 5.63

Positions of all 89 atoms, in Å:
1 Cs 10.50 12.87 9.73
2 N 10.49 14.66 6.87
3 C 11.69 14.54 6.04
4 C 13.02 14.92 6.72
5 N 13.33 14.15 7.92
6 C 13.87 12.80 7.56
7 C 14.21 11.83 8.70
8 N 13.03 11.30 9.37
9 C 14.02 14.90 8.99
10 C 13.42 16.30 9.31
11 N 13.80 16.76 10.64
12 H 9.68 14.31 6.35
13 H 10.35 15.65 7.12
14 H 11.68 15.07 5.07
15 H 11.75 13.48 5.73
16 H 13.05 16.00 6.96
17 H 13.78 14.79 5.93
18 H 14.80 12.98 6.98
19 H 13.21 12.31 6.84
20 H 14.90 12.31 9.42
21 H 14.83 11.07 8.18
22 H 13.29 10.94 10.29
23 H 12.63 10.51 8.81
24 H 15.08 15.01 8.76
25 H 13.96 14.27 9.90
26 H 12.32 16.32 9.20
27 H 13.77 17.03 8.49
28 H 13.14 17.49 10.97
29 H 14.74 17.13 10.63
30 I 13.06 12.96 12.77
31 C 13.76 10.94 13.23
32 C 15.10 10.72 12.93
33 C 15.82 9.70 13.54
34 C 15.21 8.93 14.49
35 C 13.82 9.02 14.75
36 C 13.23 7.99 15.52
37 C 11.88 7.87 15.43
38 C 11.08 8.78 14.71
39 C 11.58 9.92 14.14
40 P 10.28 11.08 13.51
41 C 9.17 11.44 14.87
42 C 8.30 10.49 15.36
43 C 7.34 10.79 16.33
44 C 7.27 12.07 16.87
45 C 8.02 13.08 16.31
46 C 9.01 12.88 15.21
47 C 9.50 9.93 12.30
48 C 8.08 9.84 12.23
49 C 7.50 9.02 11.27
50 C 8.26 8.31 10.35
51 C 9.65 8.38 10.44
52 C 10.28 9.13 11.44
53 C 13.02 10.05 14.03
54 H 15.58 11.43 12.23
55 H 16.90 9.59 13.31
56 H 15.76 8.20 15.15
57 H 13.78 7.36 16.23
58 H 11.32 7.12 15.93
59 H 10.01 8.60 14.61
60 H 8.40 9.45 15.06
61 H 6.65 10.01 16.62
62 H 6.63 12.27 17.73
63 H 7.92 14.09 16.67
64 H 9.96 13.38 15.44
65 H 7.44 10.39 12.91
66 H 6.42 8.99 11.23
67 H 7.75 7.78 9.54
68 H 10.29 7.78 9.81
69 H 11.33 8.99 11.57
70 O 9.17 13.12 12.89
71 O 8.53 13.63 14.05
72 I 9.11 16.05 11.52
73 I 9.77 18.20 9.94
74 O 7.69 11.75 5.78
75 S 7.95 11.00 7.00
76 O 7.32 11.45 8.21
77 N 9.56 10.75 7.33
78 C 9.88 9.46 7.20
79 S 11.40 8.72 7.18
80 C 8.73 8.59 6.88
81 C 8.77 7.21 6.51
82 C 7.58 6.65 6.03
83 C 6.40 7.42 5.95
84 C 6.38 8.78 6.23
85 C 7.59 9.32 6.61
86 H 9.71 6.65 6.62
87 H 7.50 5.64 5.65
88 H 5.50 6.92 5.61
89 H 5.51 9.40 6.19

Just the Löwdin charges please, in e? Sure, here they are: 0.6107, -0.0244, -0.2653, -0.2128, -0.1808, -0.1764, -0.2866, -0.1068, -0.1841, -0.2960, -0.0067, 0.0705, 0.0682, 0.1075, 0.1079, 0.1053, 0.1186, 0.1183, 0.1166, 0.1041, 0.1183, 0.0270, 0.0108, 0.1148, 0.0650, 0.0613, 0.1169, 0.0632, 0.0692, 0.9267, -0.5573, -0.1659, -0.0869, -0.0457, -0.1403, -0.0226, -0.0585, -0.0898, -0.2854, 1.1060, -0.2677, -0.0952, -0.0545, -0.0792, 0.0167, -0.3195, -0.3329, -0.0679, -0.0649, -0.0550, -0.0701, -0.0760, -0.1814, 0.0956, 0.1237, 0.1345, 0.1260, 0.0998, 0.0968, 0.0942, 0.1084, 0.1161, 0.1132, 0.1530, 0.1090, 0.1105, 0.1134, 0.0848, 0.1040, -0.4015, -0.2086, 0.1690, 0.0701, -0.3110, 0.6023, -0.3268, -0.1451, -0.8670, 0.5936, -0.2712, -0.0329, -0.0651, -0.0729, -0.0354, -0.2462, 0.0848, 0.0982, 0.0999, 0.1163

---

# 2
Computed, not measured: a structure of composition C35H38GdN12O4S2 in a non-equilibrium geometry, with ωB97M-V/def2-TZVPD.

Computed properties:
Multiplicity: 8
Energy above the lowest of the compared OMol25 structures with the same formula, charge and spin in kcal per mole: 115.3
Orbital gap (spin up / spin down) in eV: 4.12 / 5.10
Total charge: +1

Positions of all 92 atoms, in Å:
1 Gd 11.73 10.46 13.75
2 S 12.49 7.46 10.34
3 C 11.40 8.49 9.47
4 C 11.23 9.74 10.08
5 C 11.95 9.84 11.29
6 C 12.89 8.80 11.43
7 C 13.99 8.69 12.34
8 C 15.10 7.87 12.06
9 C 16.22 7.99 12.85
10 C 16.26 8.98 13.89
11 C 15.18 9.80 14.06
12 N 14.03 9.65 13.34
13 H 10.82 8.17 8.62
14 H 10.53 10.51 9.75
15 H 14.98 7.21 11.22
16 H 17.08 7.38 12.62
17 H 17.15 9.15 14.52
18 H 15.21 10.66 14.73
19 C 9.78 15.03 14.51
20 C 10.64 13.79 14.40
21 N 10.34 12.70 13.74
22 O 9.07 12.85 13.04
23 C 11.87 13.65 15.13
24 C 12.38 14.57 16.17
25 N 12.44 12.48 14.92
26 O 13.52 12.17 15.52
27 H 10.13 15.60 15.38
28 H 8.78 14.81 14.75
29 H 9.80 15.69 13.69
30 H 8.68 11.92 13.11
31 H 12.64 15.60 15.80
32 H 13.27 14.07 16.57
33 H 11.62 14.60 17.00
34 C 7.18 10.09 16.11
35 N 8.56 10.31 16.60
36 C 8.77 10.48 17.97
37 C 10.01 10.46 18.46
38 C 11.08 10.29 17.52
39 N 10.88 10.30 16.17
40 C 9.59 10.27 15.69
41 O 9.36 10.26 14.44
42 N 12.34 10.22 18.00
43 H 6.92 9.02 16.05
44 H 7.04 10.52 15.12
45 H 6.46 10.58 16.74
46 H 7.84 10.56 18.50
47 H 10.13 10.48 19.60
48 H 12.62 10.39 18.96
49 H 13.10 10.05 17.36
50 C 9.54 6.83 14.92
51 C 10.26 7.37 13.73
52 N 9.90 6.94 12.52
53 O 11.17 8.24 13.89
54 H 9.53 5.71 14.94
55 H 8.49 7.11 14.91
56 H 10.02 7.20 15.81
57 H 9.10 6.36 12.27
58 H 10.45 7.30 11.69
59 C 15.04 13.04 10.85
60 C 14.28 13.62 11.89
61 N 12.95 13.73 11.84
62 C 12.27 13.33 10.79
63 C 12.92 12.82 9.65
64 C 14.34 12.68 9.71
65 C 12.26 12.47 8.39
66 C 11.11 12.92 7.88
67 C 10.35 14.07 8.41
68 C 8.95 14.16 8.24
69 C 8.32 15.26 8.75
70 N 9.02 16.18 9.45
71 C 10.32 16.00 9.60
72 N 11.04 14.97 9.14
73 H 16.12 12.93 10.99
74 H 14.78 13.97 12.80
75 H 11.19 13.25 10.86
76 H 14.80 12.38 8.77
77 H 12.81 11.70 7.82
78 H 10.67 12.36 7.05
79 H 8.42 13.30 7.75
80 H 7.26 15.43 8.74
81 H 10.84 16.80 10.10
82 S 18.08 12.45 15.62
83 C 17.77 12.23 17.27
84 N 18.81 12.30 18.14
85 C 18.63 12.60 19.51
86 C 17.42 12.26 20.03
87 C 16.42 11.97 19.12
88 N 16.52 12.04 17.78
89 H 19.73 12.46 17.75
90 H 19.52 12.97 20.04
91 H 17.29 12.18 21.12
92 H 15.38 11.74 19.47

Just the Löwdin charges please, in e? Sure, here they are: 1.7480, 0.9992, -0.3982, -0.2229, -0.2727, -0.5524, -0.3045, -0.0327, -0.0282, -0.0422, -0.1191, -0.0200, 0.0607, 0.0973, 0.0890, 0.1104, 0.1096, 0.0874, 0.0201, -0.2486, -0.0732, -0.0930, -0.3313, -0.0422, -0.2586, -0.2042, 0.0786, 0.0727, 0.0779, 0.0963, 0.1082, 0.0635, 0.0973, 0.0050, -0.0215, -0.0083, 0.0069, -0.3004, 0.1033, -0.4924, -0.1243, 0.2039, 0.1014, 0.0981, 0.0900, 0.1326, 0.1496, 0.1249, 0.1103, 0.0150, -0.4941, 0.2101, -0.1731, 0.1119, 0.0849, 0.0818, 0.1438, 0.0756, -0.0405, -0.1233, 0.0810, -0.1261, -0.1843, -0.0097, -0.0761, -0.0260, -0.2797, -0.0217, -0.1350, 0.0612, -0.1980, 0.1131, 0.1089, 0.1143, 0.1112, 0.1150, 0.1152, 0.1147, 0.1210, 0.0981, 0.1072, 0.5528, -0.9060, 0.0481, -0.0076, -0.0811, -0.1253, 0.0700, 0.1253, 0.1385, 0.1185, 0.1190

---

# 3
Computed, not measured: a cluster of 5 separate species, C35H38INO20 in total in a non-equilibrium geometry, with ωB97M-V/def2-TZVPD.

Computed properties:
Energy above the lowest of the compared OMol25 structures with the same formula, charge and spin in kcal per mole: 12.3
Structure (SMILES): CCOCN(CCCOC)C(=O)O[C@@H](I)CC.O=C1C=C(O)C(=O)C=C1O.O=C1C=C(O)C(=O)C=C1O.O=C1C=C(O)C(=O)C=C1O.O=C1C=C(O)C(=O)C=C1O
Orbital gap in eV: 7.61

Positions of all 95 atoms, in Å:
1 C 0.49 -1.74 4.65
2 C 0.79 -0.49 3.83
3 O -0.29 -0.05 3.04
4 C -0.80 -0.99 2.12
5 N -1.00 -0.43 0.81
6 C 0.19 0.19 0.20
7 C 1.09 -0.81 -0.50
8 C 2.14 -1.44 0.38
9 O 2.65 -2.66 -0.19
10 C 1.93 -3.77 0.29
11 C -2.12 0.45 0.77
12 O -2.11 1.65 1.01
13 O -3.27 -0.20 0.35
14 C -4.22 -0.43 1.37
15 I -5.85 0.97 1.09
16 C -4.63 -1.89 1.30
17 C -5.91 -2.27 2.01
18 H 0.66 -2.63 4.03
19 H 1.18 -1.83 5.48
20 H -0.55 -1.77 4.95
21 H 0.98 0.32 4.53
22 H 1.71 -0.61 3.26
23 H -0.17 -1.87 2.02
24 H -1.77 -1.33 2.49
25 H -0.18 0.87 -0.57
26 H 0.74 0.81 0.90
27 H 0.49 -1.59 -0.98
28 H 1.61 -0.31 -1.31
29 H 2.98 -0.77 0.52
30 H 1.77 -1.68 1.38
31 H 2.14 -4.61 -0.36
32 H 2.26 -4.04 1.29
33 H 0.86 -3.58 0.30
34 H -3.80 -0.18 2.33
35 H -4.66 -2.19 0.26
36 H -3.81 -2.44 1.76
37 H -6.77 -1.71 1.66
38 H -6.12 -3.31 1.79
39 H -5.83 -2.19 3.09
40 O 5.41 -3.77 -1.30
41 C 6.43 -3.23 -0.93
42 C 7.76 -3.78 -1.18
43 C 8.84 -3.13 -0.73
44 O 10.08 -3.57 -0.92
45 C 8.74 -1.86 0.05
46 O 9.77 -1.35 0.44
47 C 7.42 -1.30 0.29
48 C 6.33 -1.94 -0.16
49 O 5.11 -1.47 0.04
50 H 7.83 -4.70 -1.74
51 H 10.66 -2.92 -0.49
52 H 7.36 -0.37 0.85
53 H 4.44 -2.09 -0.37
54 O -10.54 -6.59 -2.23
55 C -9.52 -6.03 -1.88
56 C -8.19 -6.61 -2.01
57 C -7.13 -5.93 -1.57
58 O -5.88 -6.38 -1.65
59 C -7.26 -4.57 -0.94
60 O -6.24 -4.02 -0.55
61 C -8.58 -3.98 -0.83
62 C -9.64 -4.66 -1.27
63 O -10.88 -4.20 -1.20
64 H -8.11 -7.59 -2.46
65 H -5.31 -5.69 -1.26
66 H -8.66 -2.99 -0.39
67 H -11.45 -4.89 -1.59
68 O 2.74 1.74 -0.10
69 C 3.26 2.79 0.24
70 C 2.62 4.08 0.09
71 C 3.26 5.19 0.48
72 O 2.75 6.40 0.38
73 C 4.65 5.13 1.07
74 O 5.17 6.19 1.39
75 C 5.28 3.84 1.24
76 C 4.63 2.73 0.85
77 O 5.15 1.51 0.97
78 H 1.62 4.11 -0.34
79 H 3.42 7.02 0.73
80 H 6.27 3.81 1.68
81 H 4.50 0.89 0.59
82 O 0.46 5.14 -2.41
83 C -0.03 6.20 -2.76
84 C -1.46 6.46 -2.81
85 C -1.90 7.66 -3.22
86 O -3.18 7.97 -3.29
87 C -0.96 8.75 -3.64
88 O -1.45 9.80 -4.02
89 C 0.47 8.50 -3.57
90 C 0.91 7.31 -3.16
91 O 2.20 7.00 -3.06
92 H -2.13 5.67 -2.51
93 H -3.22 8.89 -3.62
94 H 1.14 9.30 -3.86
95 H 2.23 6.08 -2.73

Just the Löwdin charges please, in e? Sure, here they are: -0.0662, -0.2632, -0.1002, -0.1958, -0.0105, -0.1495, -0.1299, -0.2050, -0.2103, -0.0895, -0.4671, 0.1445, -0.0784, -0.7252, 0.8635, -0.2778, -0.1449, 0.0641, 0.0767, 0.0821, 0.1194, 0.1052, 0.1158, 0.1283, 0.1305, 0.1129, 0.1225, 0.1130, 0.0912, 0.0926, 0.0937, 0.0941, 0.0862, 0.0881, 0.1030, 0.1115, 0.0160, 0.0561, 0.0786, 0.1207, -0.3090, 0.0736, -0.2428, 0.1131, -0.3171, 0.1048, 0.0765, -0.2197, 0.0814, 0.1344, 0.1175, 0.1288, 0.1026, 0.1114, -0.3138, 0.0760, -0.2351, 0.1193, -0.3005, 0.0943, 0.0807, -0.2361, 0.1224, 0.1362, 0.1187, 0.1365, 0.1208, 0.1048, -0.2834, 0.0827, -0.2343, 0.1164, -0.3129, 0.1125, 0.0781, -0.2245, 0.1089, 0.1254, 0.1214, 0.1364, 0.0904, 0.0977, -0.3074, 0.0784, -0.2373, 0.1203, -0.3150, 0.1087, 0.0753, -0.2355, 0.1159, 0.1378, 0.1197, 0.1356, 0.1121

---

# 4
Computed, not measured: a structure of composition C35H38LaN5O3S2 in a non-equilibrium geometry, with ωB97M-V/def2-TZVPD.

Computed properties:
Energy above the lowest of the compared OMol25 structures with the same formula, charge and spin in kcal per mole: 33.7
Orbital gap in eV: 7.09
Total charge: +4

Positions of all 84 atoms, in Å:
1 La -0.95 1.26 1.04
2 C -3.29 2.60 3.34
3 C -3.66 1.13 3.48
4 C -4.14 0.45 2.23
5 C -5.41 -0.12 2.21
6 C -5.85 -0.79 1.09
7 C -4.97 -0.91 0.01
8 C -3.74 -0.34 0.09
9 N -3.28 0.34 1.19
10 N -1.81 2.87 3.02
11 C -1.03 2.54 4.22
12 C 0.42 2.22 3.96
13 C 1.41 2.55 4.88
14 C 2.67 2.01 4.75
15 C 2.99 1.25 3.61
16 C 2.00 1.01 2.71
17 N 0.72 1.38 2.92
18 C -1.67 4.28 2.54
19 C -2.14 4.45 1.11
20 C -2.79 5.59 0.71
21 C -3.31 5.63 -0.58
22 C -3.13 4.55 -1.43
23 C -2.38 3.46 -0.99
24 N -1.91 3.41 0.28
25 H -3.58 3.12 4.27
26 H -3.82 3.15 2.55
27 H -4.46 1.08 4.23
28 H -2.87 0.50 3.89
29 H -6.03 -0.06 3.09
30 H -6.87 -1.19 1.13
31 H -5.23 -1.39 -0.91
32 H -3.07 -0.44 -0.75
33 H -1.46 1.62 4.64
34 H -1.16 3.32 5.01
35 H 1.13 3.16 5.75
36 H 3.43 2.25 5.50
37 H 3.98 0.84 3.45
38 H 2.21 0.45 1.82
39 H -0.62 4.55 2.55
40 H -2.24 4.95 3.17
41 H -2.91 6.40 1.41
42 H -3.93 6.45 -0.86
43 H -3.63 4.49 -2.40
44 H -2.15 2.59 -1.62
45 O 0.65 -3.44 -0.52
46 S 0.33 -4.67 -1.56
47 C -0.07 -3.68 -3.07
48 C 1.06 -2.85 -3.74
49 C 1.65 -1.64 -3.04
50 C 0.64 -0.56 -3.17
51 S 0.84 1.07 -2.34
52 O 0.38 0.81 -0.84
53 C 2.57 1.20 -2.18
54 C 3.14 2.26 -2.86
55 C 4.51 2.40 -2.80
56 C 5.27 1.54 -2.03
57 C 4.70 0.45 -1.35
58 C 3.33 0.31 -1.35
59 C 1.82 -5.57 -1.79
60 C 2.97 -5.02 -2.39
61 C 3.99 -5.86 -2.81
62 C 3.85 -7.26 -2.65
63 C 2.75 -7.81 -2.02
64 C 1.70 -6.98 -1.64
65 H -0.91 -3.08 -2.65
66 H -0.48 -4.42 -3.77
67 H 0.71 -2.67 -4.76
68 H 1.87 -3.53 -3.98
69 H 2.59 -1.34 -3.52
70 H 1.87 -1.88 -2.03
71 H -0.37 -0.93 -2.88
72 H 0.54 -0.38 -4.24
73 H 2.57 2.96 -3.42
74 H 4.99 3.22 -3.30
75 H 6.33 1.74 -1.94
76 H 5.31 -0.25 -0.77
77 H 2.86 -0.45 -0.78
78 H 3.18 -3.97 -2.48
79 H 4.88 -5.48 -3.26
80 H 4.64 -7.97 -3.01
81 H 2.70 -8.86 -1.84
82 H 0.83 -7.36 -1.12
83 O -1.21 -3.75 0.92
84 N -0.42 -2.99 0.69

Just the Löwdin charges please, in e? Sure, here they are: 2.1203, -0.1255, -0.1139, -0.2604, 0.0288, 0.0385, -0.0206, -0.1475, -0.0929, -0.2583, -0.1357, -0.2423, 0.0222, 0.0295, -0.0038, -0.1280, -0.0988, -0.0977, -0.2633, 0.0397, 0.0311, -0.0004, -0.1071, -0.0953, 0.1519, 0.1390, 0.1429, 0.1238, 0.1353, 0.1455, 0.1247, 0.1019, 0.1316, 0.1639, 0.1473, 0.1466, 0.1287, 0.1002, 0.1429, 0.1446, 0.1370, 0.1340, 0.1331, 0.1088, -0.4623, 1.1768, -0.2488, -0.2047, -0.2468, -0.3068, 1.1088, -0.8100, -0.4162, -0.0736, -0.0288, -0.0111, -0.0364, -0.0838, -0.3881, -0.0818, -0.0173, -0.0035, -0.0298, -0.0461, 0.0863, 0.1186, 0.1405, 0.0975, 0.1444, 0.0774, 0.0983, 0.1191, 0.1156, 0.1318, 0.1272, 0.1307, 0.0898, 0.1081, 0.1179, 0.1516, 0.1267, 0.1169, 0.1905, 0.1184

---

# 5
Computed, not measured: a structure of composition C35H38N4Sc in a non-equilibrium geometry, with ωB97M-V/def2-TZVPD.

Computed properties:
Energy above the lowest of the compared OMol25 structures with the same formula, charge and spin in kcal per mole: 0.0
Orbital gap (spin up / spin down) in eV: 3.17 / 3.71
Total charge: -1

Positions of all 78 atoms, in Å:
1 Sc 0.30 -0.67 0.70
2 N -0.39 -2.24 2.12
3 N 0.53 -2.53 -1.02
4 C 1.85 1.44 0.04
5 C 2.69 0.33 0.35
6 C 2.44 -0.06 1.70
7 C 3.18 -1.12 2.44
8 H 3.79 -1.71 1.75
9 H 2.49 -1.80 2.96
10 H 3.85 -0.69 3.19
11 C 1.46 0.84 2.24
12 C 1.01 0.88 3.66
13 H 1.72 1.43 4.30
14 H 0.93 -0.14 4.07
15 H 0.04 1.36 3.76
16 C 1.09 1.76 1.21
17 C 0.22 2.95 1.34
18 H -0.62 2.78 2.03
19 H -0.19 3.25 0.37
20 H 0.79 3.81 1.73
21 C 3.76 -0.25 -0.51
22 H 4.70 -0.32 0.05
23 H 3.94 0.36 -1.40
24 H 3.50 -1.26 -0.84
25 C 1.81 2.21 -1.23
26 H 0.78 2.32 -1.59
27 H 2.38 1.70 -2.01
28 H 2.23 3.22 -1.11
29 C -1.21 -2.49 3.16
30 H -1.26 -1.72 3.94
31 C -1.92 -3.69 3.25
32 H -2.57 -3.84 4.10
33 C -1.77 -4.65 2.24
34 H -2.36 -5.57 2.26
35 C -0.82 -4.46 1.25
36 H -0.58 -5.21 0.48
37 C -0.09 -3.25 1.24
38 C 0.94 -2.94 0.25
39 H 1.97 -3.32 0.35
40 C 0.33 -1.18 -1.36
41 C 0.27 -3.35 -2.13
42 H 0.23 -4.41 -2.02
43 C 0.11 -2.53 -3.17
44 H -0.05 -2.76 -4.21
45 N 0.21 -1.22 -2.71
46 C 0.28 -0.07 -3.54
47 C 1.47 0.21 -4.23
48 C 1.52 1.33 -5.07
49 H 2.44 1.55 -5.61
50 C 0.41 2.16 -5.22
51 C 0.47 3.36 -6.11
52 H 0.44 4.28 -5.52
53 H -0.39 3.38 -6.79
54 H 1.39 3.35 -6.69
55 C -0.77 1.87 -4.52
56 H -1.63 2.52 -4.64
57 C -0.84 0.76 -3.67
58 C -2.11 0.46 -2.93
59 H -2.54 -0.51 -3.22
60 H -2.85 1.23 -3.18
61 H -1.98 0.47 -1.83
62 C 2.69 -0.64 -4.10
63 H 2.72 -1.43 -4.86
64 H 2.79 -1.12 -3.11
65 H 3.59 -0.02 -4.25
66 N -1.53 0.30 1.23
67 C -2.29 0.55 2.10
68 C -3.16 0.86 3.18
69 C -4.39 1.49 2.92
70 C -5.18 1.93 3.98
71 C -4.75 1.71 5.30
72 C -3.55 1.04 5.57
73 C -2.76 0.60 4.51
74 H -4.70 1.63 1.89
75 H -6.12 2.45 3.79
76 H -5.36 2.08 6.14
77 H -3.22 0.86 6.60
78 H -1.82 0.08 4.69

Just the Löwdin charges please, in e? Sure, here they are: 0.9105, -0.0580, -0.1167, -0.2625, -0.2752, -0.3067, -0.0509, 0.0695, 0.0781, 0.0807, -0.2965, -0.0364, 0.0833, 0.0783, 0.0639, -0.2850, -0.0462, 0.0655, 0.0744, 0.0836, -0.0487, 0.0815, 0.0633, 0.0724, -0.0394, 0.0769, 0.0586, 0.0871, -0.1711, 0.0698, -0.1196, 0.0854, -0.1777, 0.0676, -0.0799, 0.0903, -0.3597, -0.2427, 0.0934, -0.0676, -0.0174, 0.1175, -0.0490, 0.1187, -0.0422, -0.1395, -0.2024, -0.0105, 0.1178, -0.2754, -0.0605, 0.0844, 0.0797, 0.0715, -0.0055, 0.1202, -0.1954, -0.0251, 0.0922, 0.0779, 0.0775, -0.0357, 0.0884, 0.0675, 0.0834, 0.0721, -0.1455, -0.2710, -0.0919, -0.1364, -0.1690, -0.1273, -0.0889, 0.0963, 0.0875, 0.0740, 0.0921, 0.0764

---

no.,M (g mol⁻¹),energy (a.u.)
1,1201.4,-3981.98453
2,912.2,-3876.11979
3,919.6,-3213.68342
4,779.8,-2682.61676
5,559.7,-2336.24387